No. 1
{
  "formula": "C3H4OS2",
  "method": "the ωB97M-V functional and the def2-TZVPD basis",
  "symbols": ["O", "C", "C", "S", "C", "S", "H", "H", "H", "H"],
  "xyz": [[1.24505, 1.89275, -0.63740], [1.49187, 0.95116, 0.12612], [0.47103, -0.01376, 0.78342], [0.98958, -1.50228, -0.13314], [-0.97382, 0.50823, 0.78409], [-2.15822, -0.02669, -0.30755], [2.48635, 0.57773, 0.16590], [0.96620, -0.26619, 1.75270], [0.70579, -1.07621, -1.42492], [-1.35492, 1.41237, 1.49475]],
  "atomic_forces_ev_per_a": [[0.06, -1.98, 2.09], [-1.80, 2.31, -2.42], [0.87, 0.88, 0.02], [-0.97, -0.14, -1.03], [-2.60, 0.34, -0.85], [2.46, 0.96, 2.14], [1.28, -0.26, 0.64], [-0.99, 0.43, -0.17], [0.11, -0.23, 1.09], [1.59, -2.31, -1.51]],
  "gap_ev": 8.26,
  "e_above_lowest_kcal_mol": 54.5,
  "smiles": "O=C[C@H](S)C=S",
  "fmax_ev_per_a": 3.80,
  "lumo_ev": -0.9,
  "total_energy_ha": -988.24530
}

No. 2
{
  "formula": "C3H4OS2",
  "method": "the ωB97M-V functional and the def2-TZVPD basis",
  "symbols": ["C", "S", "C", "O", "C", "S", "H", "H", "H", "H"],
  "xyz": [[-0.57590, -1.05669, 2.51682], [-1.16184, -0.03072, 1.20040], [0.06831, -0.35542, -0.05904], [0.92708, -1.18197, 0.05265], [-0.10627, 0.62450, -1.16496], [1.07976, 1.10105, -2.16153], [-0.53686, -2.07823, 2.19216], [0.44796, -0.83929, 2.77284], [-1.17419, -0.94875, 3.44910], [-1.15717, 0.92243, -1.21404]],
  "atomic_forces_ev_per_a": [[0.22, -0.35, 1.00], [-0.31, 0.48, -0.37], [0.20, -0.06, 1.03], [0.09, -0.10, -0.12], [0.34, -0.04, -0.88], [-0.93, -0.25, 0.73], [-0.37, -0.61, -0.09], [0.40, 0.47, 0.02], [0.13, 0.01, -0.95], [0.22, 0.45, -0.37]],
  "gap_ev": 7.83,
  "e_above_lowest_kcal_mol": 27.0,
  "smiles": "CSC(=O)C=S",
  "fmax_ev_per_a": 1.21,
  "lumo_ev": -1.5,
  "total_energy_ha": -988.28910
}

No. 3
{
  "formula": "C3H4OS3",
  "method": "the ωB97M-V functional and the def2-TZVPD basis",
  "symbols": ["C", "S", "C", "O", "C", "S", "S", "H", "H", "H", "H"],
  "xyz": [[2.33744, -0.09151, -0.02195], [0.93208, 0.91836, -0.01402], [-0.31398, -0.35406, 0.20630], [-0.20384, -1.60341, 0.37590], [-1.64042, 0.43878, -0.11987], [-1.88010, 1.97210, 0.21590], [-3.20543, -0.68300, -0.05134], [2.66783, -0.59670, 0.94226], [2.07858, -0.89883, -0.80363], [3.23023, 0.36722, -0.51066], [-4.00239, 0.53105, -0.21887]],
  "atomic_forces_ev_per_a": [[1.98, -3.05, -1.34], [-0.73, -0.17, 0.76], [0.03, -2.27, -1.19], [-0.48, 5.17, -0.50], [-2.17, -3.15, 2.44], [0.44, 0.97, -0.53], [0.78, 2.89, -0.99], [-0.69, 0.82, -1.14], [0.53, 0.69, 1.47], [-0.82, 0.26, 0.69], [1.13, -2.15, 0.32]],
  "gap_ev": 7.40,
  "e_above_lowest_kcal_mol": 40.4,
  "smiles": "CSC(=O)C(=S)S",
  "fmax_ev_per_a": 5.22,
  "lumo_ev": -1.6,
  "total_energy_ha": -1386.44054
}

No. 4
{
  "formula": "C3H4P2",
  "method": "the ωB97M-V functional and the def2-TZVPD basis",
  "symbols": ["C", "C", "C", "P", "P", "H", "H", "H", "H"],
  "xyz": [[-0.14463, -0.83745, -0.77268], [0.48975, 0.88699, 1.56725], [-0.83555, -0.94865, -1.85797], [1.90508, 1.61331, 2.31547], [0.96792, -0.88492, 0.49648], [-0.38215, 0.51430, 2.14976], [0.29089, 1.73410, 0.82258], [-1.68099, -1.75695, -1.95196], [-0.61031, -0.32073, -2.76893]],
  "atomic_forces_ev_per_a": [[1.90, 0.10, 2.10], [-0.66, -0.93, -1.73], [-1.77, -1.06, -1.76], [0.67, -0.07, 0.72], [-1.37, 1.68, -0.91], [0.54, 0.79, -0.26], [-0.59, -1.49, 0.57], [1.47, 1.89, 0.25], [-0.19, -0.91, 1.03]],
  "gap_ev": [6.67, 6.83],
  "e_above_lowest_kcal_mol": 77.4,
  "fmax_ev_per_a": 2.83,
  "lumo_ev": [-1.3, -0.8],
  "total_energy_ha": -799.21941
}